(1)
2 unconnected molecules or ions with the total composition C4H6O at a distorted geometry, computed with the ωB97M-V functional and the def2-TZVPD basis.

Atoms and positions in Å:
C1 0.984 0.001 -0.268
C2 -0.196 0.242 -0.321
C3 2.425 0.016 0.020
C4 -2.620 -0.013 -0.725
O1 -3.083 0.056 0.537
H1 2.574 -1.013 0.317
H2 2.777 0.719 0.797
H3 2.940 0.291 -1.023
H4 -2.065 -0.930 -1.112
H5 -2.716 0.811 -1.485
H6 -2.641 -0.608 1.044

Charge: 0
LUMO in eV: -0.5
HOMO in Eh: -0.3167
Maximum force in eV Å⁻¹: 4.26
Energy relative to the best compared isomer or geometry (same formula, charge and spin) in kcal per mole: 123.99
Gap between HOMO and LUMO in eV: 8.113
Total energy in eV: -6286.5412

(2)
C4H6O in the gas phase at a distorted geometry, computed with the ωB97M-V functional and the def2-TZVPD basis.

Atoms and positions in Å:
O1 -2.326 -0.324 -0.030
C1 -1.128 -0.220 0.017
C2 -0.041 -0.365 -1.045
C3 0.911 0.390 -0.050
C4 -0.112 0.191 1.104
H1 0.230 -1.461 -1.212
H2 -0.284 0.101 -2.049
H3 1.914 -0.090 0.093
H4 1.090 1.442 -0.341
H5 0.100 -0.739 1.756
H6 -0.354 1.073 1.757

Charge: 0
LUMO in eV: 0.9
HOMO in Eh: -0.3520
Maximum force in eV Å⁻¹: 1.77
Energy relative to the best compared isomer or geometry (same formula, charge and spin) in kcal per mole: 5.93
Gap between HOMO and LUMO in eV: 10.520
Total energy in eV: -6291.6606

(3)
C4H6O in the gas phase at a distorted geometry, computed with the ωB97M-V functional and the def2-TZVPD basis.

Atoms and positions in Å:
C1 0.895 0.922 -0.041
C2 1.168 -0.393 -0.037
O1 0.034 -1.219 0.115
C3 -1.123 -0.399 -0.117
C4 -0.682 1.073 0.077
H1 1.642 1.658 -0.222
H2 2.096 -0.941 0.080
H3 -1.472 -0.732 -1.084
H4 -2.036 -0.647 0.542
H5 -0.941 1.453 1.157
H6 -1.113 1.739 -0.688

Charge: 0
LUMO in eV: 1.1
HOMO in Eh: -0.3141
Maximum force in eV Å⁻¹: 2.41
Energy relative to the best compared isomer or geometry (same formula, charge and spin) in kcal per mole: 16.49
Gap between HOMO and LUMO in eV: 9.670
Total energy in eV: -6291.2029

(4)
2 unconnected molecules or ions with the total composition C4H6O at a distorted geometry, computed with the ωB97M-V functional and the def2-TZVPD basis.

Atoms and positions in Å:
C1 -0.198 -0.347 -1.104
C2 -0.209 0.083 0.012
C3 0.305 -0.637 -2.458
C4 -0.603 0.873 2.575
O1 0.304 1.760 2.888
H1 0.497 -1.783 -2.386
H2 1.211 -0.215 -2.713
H3 -0.495 -0.473 -3.100
H4 -0.319 -0.082 2.630
H5 -1.588 1.307 2.532
H6 1.106 1.255 3.197

Charge: 0
LUMO (spin up / spin down) in eV: -0.8 / -0.8
HOMO (spin up / spin down) in Eh: -0.3005 / -0.3006
Maximum force in eV Å⁻¹: 5.11
Energy relative to the best compared isomer or geometry (same formula, charge and spin) in kcal per mole: 137.09
Gap between HOMO and LUMO (spin up / spin down) in eV: 7.333 / 7.340
Total energy in eV: -6285.9729

(5)
A molecular structure, C4H6O, computed with the ωB97M-V functional and the def2-TZVPD basis.

Atoms and positions in Å:
C1 0.766 -0.214 0.750
C2 0.245 -0.670 -0.675
O1 -0.598 -1.770 -0.748
C3 -0.205 0.622 -0.297
C4 -0.717 1.788 0.068
H1 1.838 -0.032 0.799
H2 0.340 -0.844 1.529
H3 0.105 1.031 0.997
H4 1.043 -0.764 -1.408
H5 -1.459 -1.512 -0.393
H6 -1.422 2.301 -0.593

Charge: 0
LUMO in eV: 0.8
HOMO in Eh: -0.3025
Maximum force in eV Å⁻¹: 0.51
Energy relative to the best compared isomer or geometry (same formula, charge and spin) in kcal per mole: 130.25
Gap between HOMO and LUMO in eV: 9.032
Total energy in eV: -6286.2698

(6)
A molecular structure, C4H6O at a distorted geometry, computed with the ωB97M-V functional and the def2-TZVPD basis.

Atoms and positions in Å:
C1 -2.576 0.172 -0.302
C2 -1.532 0.025 0.243
C3 1.232 -0.829 0.030
C4 0.378 0.330 0.499
O1 0.594 1.476 -0.247
H1 -3.545 0.343 -0.439
H2 1.343 -0.859 -1.092
H3 0.944 -1.787 0.304
H4 2.156 -0.638 0.495
H5 0.437 0.675 1.580
H6 0.569 1.091 -1.072

Charge: 0
LUMO in eV: 0.9
HOMO in Eh: -0.3664
Maximum force in eV Å⁻¹: 6.32
Energy relative to the best compared isomer or geometry (same formula, charge and spin) in kcal per mole: 82.58
Gap between HOMO and LUMO in eV: 10.902
Total energy in eV: -6288.3369

(7)
2 unconnected molecules or ions with the total composition C4H6O2 at a distorted geometry, computed with the ωB97M-V functional and the def2-TZVPD basis.

Atoms and positions in Å:
O1 0.040 1.183 -1.297
C1 0.126 0.028 -0.539
C2 -0.871 -1.189 -0.628
C3 -0.818 -0.346 0.561
C4 1.388 -0.476 -0.303
O2 2.394 -0.956 -0.003
H1 -0.529 1.764 -0.767
H2 -0.477 -2.209 -0.698
H3 -1.601 -0.951 -1.404
H4 -0.397 -0.755 1.481
H5 0.087 1.731 1.710
H6 0.658 2.176 1.888

Charge: 0
LUMO (spin up / spin down) in eV: 0.1 / 0.1
HOMO (spin up / spin down) in Eh: -0.2920 / -0.2921
Maximum force in eV Å⁻¹: 1.28
Energy relative to the best compared isomer or geometry (same formula, charge and spin) in kcal per mole: 129.48
Gap between HOMO and LUMO (spin up / spin down) in eV: 8.062 / 8.063
Total energy in eV: -8334.8461

(8)
C4H6O2 in the gas phase, computed with the ωB97M-V functional and the def2-TZVPD basis.

Atoms and positions in Å:
O1 -0.598 0.119 -1.918
C1 -1.095 0.157 -0.690
C2 -0.544 -0.934 0.233
C3 0.639 -0.217 0.838
O2 1.448 0.407 -0.162
C4 0.443 1.176 0.448
H1 0.247 -0.374 -1.940
H2 -0.925 1.224 -0.145
H3 -1.274 -1.205 1.003
H4 -0.286 -1.839 -0.329
H5 1.189 -0.592 1.698
H6 0.766 2.081 0.965

Charge: 0
LUMO in eV: 0.8
HOMO in Eh: -0.2904
Maximum force in eV Å⁻¹: 0.39
Energy relative to the best compared isomer or geometry (same formula, charge and spin) in kcal per mole: 132.23
Gap between HOMO and LUMO in eV: 8.742
Total energy in eV: -8334.7271

(9)
2 unconnected molecules or ions with the total composition C4H6O2, computed with the ωB97M-V functional and the def2-TZVPD basis.

Atoms and positions in Å:
C1 -2.253 -0.842 -0.349
O1 -2.650 -1.232 0.726
C2 -0.136 0.146 0.433
C3 1.223 0.104 0.784
C4 1.841 0.374 -0.518
O2 0.757 1.315 -0.332
H1 -1.863 -1.526 -1.130
H2 -2.348 0.209 -0.684
H3 -0.755 0.642 1.189
H4 1.718 0.263 1.745
H5 1.667 -0.341 -1.325
H6 2.800 0.888 -0.540

Charge: 0
LUMO in eV: 0.0
HOMO in Eh: -0.3021
Maximum force in eV Å⁻¹: 0.46
Energy relative to the best compared isomer or geometry (same formula, charge and spin) in kcal per mole: 163.83
Gap between HOMO and LUMO in eV: 8.226
Total energy in eV: -8333.3568

(10)
2 unconnected molecules or ions with the total composition C4H6O2, computed with the ωB97M-V functional and the def2-TZVPD basis.

Atoms and positions in Å:
O1 2.504 0.718 -0.691
C1 1.313 0.943 -0.343
C2 0.971 -0.505 -0.276
C3 -1.032 -0.797 0.268
C4 -1.384 0.510 0.389
O2 0.606 1.909 -0.107
H1 0.921 -1.048 -1.215
H2 1.398 -1.067 0.550
H3 -1.351 -1.360 -0.605
H4 -0.810 -1.377 1.159
H5 -1.266 1.054 1.319
H6 -1.828 1.061 -0.433

Charge: 0
LUMO (spin up / spin down) in eV: -1.0 / -1.0
HOMO (spin up / spin down) in Eh: -0.3495 / -0.3495
Maximum force in eV Å⁻¹: 0.32
Energy relative to the best compared isomer or geometry (same formula, charge and spin) in kcal per mole: 88.03
Gap between HOMO and LUMO (spin up / spin down) in eV: 8.532 / 8.533
Total energy in eV: -8336.6440

Question: Which of these has the lowest energy relative to the best compared isomer or geometry (same formula, charge and spin)?
Answer: number 2

Question: Number 4 is which compound?
Answer: C4H6O

Question: Look up the total energy of the fourth one.
Answer: -6285.9729 eV